Computed, not measured: a single C2H5IO2S molecule at a distorted geometry, with ωB97M-V with the def2-TZVPD basis set.

Frontier orbital gap in eV: 9.26
Total energy in Ha: -925.5072
Energy relative to the best compared isomer or geometry (same formula, charge and spin) in eV: 0.037
Strongest force on any atom in eV/A: 3.8
SMILES string: CCS(=O)(=O)I

Structure (XYZ):
```
11
Properties=species:S:1:pos:R:3:forces:R:3
C 0.297 -0.157 0.727 -0.6 0.8 1.6
C -0.049 -0.945 -0.503 -3.1 2.2 -0.4
O -2.667 -1.889 -1.445 0.3 0.2 -0.1
O -2.514 -1.457 0.988 -0.5 1.0 0.9
S -1.911 -1.842 -0.233 3.0 -0.4 -0.6
I -0.998 -4.021 0.344 0.0 -0.6 -0.1
H 1.314 0.420 0.770 -2.0 -0.9 -0.8
H -0.627 0.513 0.924 1.9 -0.7 0.2
H 0.415 -0.895 1.564 -0.4 0.7 -0.5
H 0.712 -1.591 -0.758 1.0 -2.2 -0.7
H -0.349 -0.349 -1.387 0.3 -0.1 0.5
```
Forces are in eV/Å.

Atom charges from the natural (NBO) analysis, given in e for atoms 1 to 4: number 1, C, carries -0.671; number 2, C, carries -0.463; number 3, O, carries -0.880; number 4, O, carries -0.901